Model i:
Here is 2 unconnected molecules or ions with the total composition CH6S2 from the Open Molecules 2025 dataset. Energies are from ωB97M-V with the def2-TZVPD basis set.

XYZ file:
```
9
Properties=species:S:1:pos:R:3:lowdin_charge:R:1
S 0.2954 1.2894 -0.2619 0.227
S 0.9923 -0.3745 -1.4978 0.188
H 1.4473 1.8906 -0.0542 -0.245
H 1.8312 -1.0778 -0.6062 -0.172
C -2.3652 -1.5622 2.8785 -0.073
H -3.2040 -1.1056 3.5117 0.032
H -2.7553 -1.9731 1.9059 0.025
H -1.7900 -0.6010 2.7225 0.024
H -1.9417 -2.3996 3.4038 -0.006
```

The net charge is 0. The HOMO energy is -9.3750 eV. The spin multiplicity is 1. The gap between HOMO and LUMO is 9.2 eV. Its structure (SMILES) is SS.C.

Model ii:
Here is 2 unconnected molecules or ions with the total composition CH6S2 from the Open Molecules 2025 dataset. Energies are from ωB97M-V with the def2-TZVPD basis set.

XYZ file:
```
9
Properties=species:S:1:pos:R:3:lowdin_charge:R:1
C -1.0410 0.2614 -0.5376 -0.522
S -1.0761 0.1455 1.2818 0.492
H -2.1324 0.0114 -0.7546 0.032
H -0.2820 -0.4299 -0.9588 -0.024
H -0.8516 1.3629 -0.6315 0.036
H -0.5268 -1.1270 1.5127 -0.147
S 1.7486 -0.3840 0.5960 0.453
H 2.5572 0.7118 0.2473 -0.142
H 1.6040 -0.5522 -0.7554 -0.177
```

The net charge is 0. The HOMO energy is -8.1298 eV. The spin multiplicity is 1. The gap between HOMO and LUMO is 8.8 eV. Its structure (SMILES) is CS.S.

So which one wins? Going from most stable to least: model i, model ii.